1.
{
  "formula": "C24H27ClN3O2S2",
  "method": "ωB97M-V/def2-TZVPD",
  "homo_energy_ev": -10.266,
  "homo_lumo_gap_ev": 5.3234,
  "lumo_ev": -4.9,
  "total_charge": 1,
  "energy_ha": -2501.64869,
  "symbols": ["S", "C", "S", "C", "C", "C", "C", "C", "C", "N", "N", "C", "Cl", "N", "C", "C", "C", "C", "C", "C", "C", "C", "C", "C", "C", "C", "H", "H", "H", "H", "H", "H", "H", "H", "H", "H", "H", "H", "H", "H", "H", "H", "H", "H", "H", "O", "C", "O", "C", "C", "C", "H", "H", "H", "H", "H", "H", "H", "H"],
  "xyz": [[1.173, -4.901, 1.332], [0.971, -3.883, 0.040], [2.416, -3.560, -1.033], [2.905, -1.822, -0.555], [4.392, -1.679, -0.069], [4.560, -0.724, 1.180], [3.490, 0.392, 1.257], [3.198, 1.298, 0.113], [2.110, 2.290, 0.305], [1.462, 2.288, 1.500], [1.661, 1.555, 2.565], [2.622, 0.632, 2.473], [2.891, -0.422, 3.894], [-0.342, -3.326, -0.175], [-0.408, -2.471, -1.353], [-0.346, -1.016, -1.344], [-0.459, -0.233, -2.587], [-0.664, -0.907, -3.883], [-0.711, -2.384, -3.913], [-0.591, -3.128, -2.660], [-0.907, -2.705, 1.017], [-0.271, -1.680, 1.841], [-0.889, -1.117, 3.059], [-2.209, -1.614, 3.479], [-2.851, -2.635, 2.654], [-2.239, -3.181, 1.441], [2.136, -1.503, 0.192], [2.749, -1.226, -1.500], [4.991, -1.271, -0.934], [4.826, -2.681, 0.173], [4.561, -1.375, 2.101], [5.602, -0.283, 1.149], [3.781, 1.210, -0.830], [1.839, 2.963, -0.540], [0.696, 2.973, 1.571], [-0.217, -0.457, -0.390], [-0.428, 0.903, -2.578], [-0.786, -0.342, -4.843], [-0.873, -2.960, -4.850], [-0.658, -4.244, -2.682], [0.739, -1.285, 1.584], [-0.333, -0.353, 3.663], [-2.672, -1.226, 4.412], [-3.853, -3.012, 2.963], [-2.734, -3.978, 0.827], [-0.465, 3.418, -2.059], [-1.521, 3.726, -1.562], [-1.672, 3.670, -0.226], [-2.813, 4.191, 0.478], [-3.936, 3.176, 0.526], [-2.704, 4.085, -2.420], [-3.128, 5.147, 0.057], [-2.472, 4.398, 1.494], [-4.299, 2.931, -0.473], [-4.773, 3.559, 1.113], [-3.589, 2.243, 0.975], [-3.212, 3.172, -2.730], [-2.340, 4.609, -3.304], [-3.412, 4.755, -1.936]]
}



2.
{
  "formula": "C24H27N4RuS",
  "method": "ωB97M-V/def2-TZVPD",
  "homo_energy_ev": [-17.920, -17.920],
  "homo_lumo_gap_ev": [6.7843, 6.7850],
  "lumo_ev": [-11.1, -11.1],
  "total_charge": 3,
  "energy_ha": -1641.90790,
  "symbols": ["Ru", "C", "C", "N", "C", "C", "C", "C", "C", "C", "C", "C", "C", "N", "C", "H", "H", "H", "H", "H", "H", "H", "H", "S", "C", "C", "C", "C", "C", "C", "H", "H", "H", "H", "H", "C", "C", "N", "C", "C", "C", "C", "N", "H", "H", "H", "H", "H", "H", "H", "H", "H", "H", "H", "H", "H", "H"],
  "xyz": [[0.545, 0.393, 0.493], [-1.389, 4.164, -0.433], [-1.118, 2.931, 0.155], [-0.041, 2.222, -0.182], [0.830, 2.723, -1.109], [0.637, 3.951, -1.736], [-0.520, 4.674, -1.374], [1.613, 4.403, -2.686], [2.709, 3.656, -2.964], [2.924, 2.392, -2.320], [4.044, 1.561, -2.545], [4.157, 0.369, -1.869], [3.163, -0.012, -0.965], [2.102, 0.756, -0.739], [1.979, 1.941, -1.402], [-2.275, 4.706, -0.136], [-1.771, 2.507, 0.909], [-0.718, 5.636, -1.833], [1.461, 5.357, -3.172], [3.445, 4.007, -3.676], [4.810, 1.869, -3.247], [5.006, -0.283, -2.019], [3.224, -0.942, -0.414], [1.701, 0.328, 2.245], [0.503, 0.640, 3.454], [-0.476, -0.318, 3.777], [-1.339, -0.076, 4.824], [-1.236, 1.113, 5.545], [-0.262, 2.061, 5.239], [0.621, 1.824, 4.205], [-0.502, -1.268, 3.260], [-2.079, -0.813, 5.106], [-1.912, 1.291, 6.372], [-0.185, 2.967, 5.823], [1.406, 2.534, 3.975], [-1.732, -4.629, -2.511], [-2.436, -3.383, -2.005], [-1.779, -2.820, -0.793], [-2.036, -3.535, 0.480], [-0.862, -4.386, 0.951], [-1.000, -1.778, -0.846], [-0.719, -1.075, -2.136], [-0.418, -1.283, 0.277], [-2.253, -4.991, -3.397], [-1.748, -5.430, -1.775], [-0.697, -4.426, -2.787], [-3.464, -3.594, -1.713], [-2.478, -2.609, -2.765], [-2.906, -4.161, 0.299], [-2.348, -2.798, 1.225], [-0.706, -5.240, 0.296], [-1.073, -4.771, 1.948], [0.079, -3.834, 0.992], [-1.630, -0.647, -2.555], [-0.303, -1.769, -2.866], [0.007, -0.272, -1.996], [-0.556, -1.832, 1.114]]
}



3.
{
  "formula": "C24H28BrN3O3",
  "method": "ωB97M-V/def2-TZVPD",
  "homo_energy_ev": -8.798,
  "smiles": "CC(=O)N[C@@H](Cc1cc(C)ccc1C)C(=O)N1CCN(C(=O)c2ccc(Br)cc2)CC1",
  "homo_lumo_gap_ev": 9.3623,
  "lumo_ev": 0.6,
  "total_charge": 0,
  "energy_ha": -3895.43060,
  "symbols": ["C", "C", "O", "N", "H", "C", "H", "C", "O", "N", "C", "C", "N", "C", "O", "C", "C", "C", "C", "C", "C", "H", "H", "Br", "H", "H", "C", "C", "H", "H", "H", "H", "H", "H", "H", "H", "C", "C", "C", "C", "C", "C", "C", "C", "H", "H", "H", "H", "H", "C", "H", "H", "H", "H", "H", "H", "H", "H", "H"],
  "xyz": [[6.405, 0.859, 1.137], [5.063, 0.824, 0.445], [4.599, 1.756, -0.181], [4.422, -0.368, 0.548], [4.716, -1.027, 1.253], [3.057, -0.490, 0.082], [2.978, 0.154, -0.793], [2.108, -0.046, 1.201], [2.190, -0.556, 2.308], [1.195, 0.901, 0.915], [0.167, 1.197, 1.889], [-1.207, 1.136, 1.230], [-1.255, 2.048, 0.099], [-2.286, 2.094, -0.780], [-2.209, 2.663, -1.854], [-3.560, 1.437, -0.348], [-4.133, 0.475, -1.171], [-5.342, -0.107, -0.836], [-5.989, 0.303, 0.316], [-5.458, 1.294, 1.125], [-4.241, 1.859, 0.788], [-3.838, 2.652, 1.400], [-5.991, 1.623, 2.003], [-7.653, -0.494, 0.790], [-5.783, -0.863, -1.468], [-3.630, 0.193, -2.082], [0.002, 2.671, -0.265], [1.111, 1.628, -0.342], [2.066, 2.125, -0.548], [0.877, 0.934, -1.157], [-0.138, 3.133, -1.244], [0.251, 3.454, 0.457], [-1.967, 1.396, 1.972], [-1.398, 0.111, 0.886], [0.240, 0.444, 2.676], [0.336, 2.181, 2.340], [2.702, -1.940, -0.283], [1.227, -2.011, -0.592], [0.776, -1.427, -1.771], [-0.571, -1.359, -2.096], [-1.481, -1.915, -1.206], [-1.044, -2.522, -0.045], [0.305, -2.584, 0.287], [0.724, -3.264, 1.555], [1.254, -2.571, 2.207], [-0.147, -3.640, 2.087], [1.382, -4.106, 1.342], [-1.770, -2.962, 0.625], [-2.538, -1.888, -1.427], [-1.027, -0.677, -3.350], [-0.239, -0.676, -4.099], [-1.903, -1.172, -3.764], [-1.292, 0.361, -3.140], [1.504, -1.022, -2.462], [3.291, -2.246, -1.150], [2.954, -2.584, 0.558], [6.928, 1.771, 0.866], [7.003, -0.004, 0.853], [6.257, 0.842, 2.215]]
}



4.
{
  "formula": "C24H28BrN7O2S2SiTc",
  "method": "ωB97M-V/def2-TZVPD",
  "homo_energy_ev": [-13.523, -13.591],
  "multiplicity": 4,
  "homo_lumo_gap_ev": [5.8877, 5.8854],
  "lumo_ev": [-7.6, -7.7],
  "total_charge": 2,
  "energy_ha": -5205.29788,
  "s2": 4.00,
  "symbols": ["Tc", "C", "Si", "C", "C", "N", "C", "C", "C", "C", "C", "C", "O", "C", "C", "C", "C", "C", "C", "H", "H", "H", "H", "H", "H", "H", "H", "H", "H", "H", "H", "H", "H", "H", "H", "H", "H", "N", "C", "N", "C", "C", "C", "C", "C", "C", "H", "H", "H", "H", "H", "H", "Br", "N", "C", "N", "S", "H", "H", "H", "H", "O", "N", "S", "C", "N"],
  "xyz": [[-0.005, 0.376, 0.329], [-3.540, 0.558, 2.867], [-2.162, -0.664, 2.654], [-0.643, -0.063, 3.566], [-2.549, -2.359, 3.298], [-1.732, -0.716, 0.885], [-2.523, -1.289, -0.031], [-3.844, -1.769, 0.253], [-4.632, -2.295, -0.724], [-4.151, -2.402, -2.046], [-2.867, -1.990, -2.372], [-2.059, -1.463, -1.389], [-0.755, -1.143, -1.597], [-0.298, -0.806, -2.898], [-0.969, 0.128, -3.665], [-0.421, 0.503, -4.884], [0.776, -0.053, -5.318], [1.423, -0.999, -4.536], [0.883, -1.382, -3.313], [-3.690, 0.745, 3.937], [-4.492, 0.203, 2.461], [-3.286, 1.502, 2.377], [-0.981, 0.302, 4.542], [-0.118, 0.775, 3.090], [0.070, -0.871, 3.763], [-2.561, -2.305, 4.392], [-1.784, -3.090, 3.015], [-3.519, -2.747, 2.981], [-4.227, -1.682, 1.261], [-5.631, -2.634, -0.484], [-4.784, -2.823, -2.817], [-2.490, -2.096, -3.380], [-1.905, 0.556, -3.324], [-0.932, 1.237, -5.494], [1.202, 0.247, -6.267], [2.346, -1.453, -4.873], [1.374, -2.130, -2.704], [4.100, 1.255, -0.564], [3.040, 0.485, -0.341], [1.912, 1.185, -0.285], [2.288, 2.532, -0.509], [1.544, 3.704, -0.629], [2.230, 4.874, -0.869], [3.629, 4.902, -0.997], [4.376, 3.748, -0.909], [3.670, 2.574, -0.673], [5.048, 0.927, -0.663], [3.124, -0.586, -0.264], [0.469, 3.714, -0.547], [1.675, 5.798, -0.968], [4.125, 5.845, -1.182], [5.452, 3.751, -1.029], [1.227, -1.759, 1.318], [-1.039, 3.395, 4.664], [-0.174, 3.441, 3.644], [1.108, 3.687, 3.937], [-0.685, 3.193, 2.044], [-0.777, 3.631, 5.607], [-2.016, 3.300, 4.451], [1.406, 3.940, 4.865], [1.750, 3.822, 3.178], [-1.637, 2.329, -0.997], [-0.955, 1.615, -0.435], [0.960, -3.565, 0.072], [2.424, -3.435, -0.764], [3.426, -3.291, -1.322]]
}